C18H22BCl2CoF4N5 as an isolated structure. Source: the Open Molecules 2025 dataset; level of theory: wB97M-V/def2-TZVPD.

Last column: Mulliken charge in e.
Positions of all 53 atoms, in Å:
Co1 0.9619 -0.3676 -0.9872  -0.4734
C1 3.1273 -0.1439 2.7065  -0.8456
C2 2.6094 -1.2356 3.3891  -0.4756
C3 1.7102 -2.0771 2.7578  -0.9489
C4 1.3309 -1.8057 1.4493  0.9463
N1 1.8413 -0.7481 0.8004  0.4817
C5 2.7189 0.0649 1.4025  -0.3809
C6 0.3618 -2.5700 0.6438  0.4536
C7 -0.2755 -3.7195 1.1037  -0.6901
C8 -1.1848 -4.3790 0.2918  -0.7665
C9 -1.4472 -3.8895 -0.9826  -0.9303
C10 -0.8087 -2.7372 -1.4344  -0.0463
C11 0.0983 -2.0512 -0.6306  0.3874
H1 3.8302 0.5367 3.1685  0.4855
H2 2.9062 -1.4319 4.4125  0.4281
H3 1.3042 -2.9351 3.2762  0.4132
H4 3.0965 0.8934 0.8119  0.5528
H5 -0.0683 -4.1127 2.0925  0.3593
H6 -1.6842 -5.2703 0.6492  0.3981
H7 -2.1576 -4.4029 -1.6229  0.4065
H8 -1.0406 -2.3687 -2.4303  0.4749
Cl1 0.4046 -0.2532 -3.4558  -0.0210
C12 1.8476 -1.2098 -3.8785  -0.4082
Cl2 2.8229 -1.4900 -2.4311  -0.0285
H9 2.4306 -0.6451 -4.5923  0.3898
H10 1.5216 -2.1638 -4.2673  0.3652
C13 -0.9924 1.9284 -1.2588  -0.6469
N2 -2.0738 2.7955 -0.8096  0.0393
C14 -3.2752 1.9871 -0.6040  -0.6996
N3 -3.0582 0.9204 0.3804  0.1559
C15 -1.9673 0.0704 -0.0860  -0.7529
N4 -0.7041 0.8329 -0.2792  1.5569
C16 -0.3610 1.4783 1.0177  -0.6731
N5 -1.4295 2.3489 1.4933  0.1351
C17 -1.6782 3.3834 0.4758  -0.6531
C18 -2.6474 1.5458 1.6440  -0.6433
H11 -0.0934 2.5119 -1.4015  -0.0970
H12 -1.2780 1.4677 -2.2074  0.4107
H13 -3.5696 1.5367 -1.5536  0.3428
H14 -4.0844 2.6306 -0.2564  0.3388
H15 -2.2402 -0.3894 -1.0364  0.1347
H16 -1.7869 -0.7213 0.6400  0.0398
H17 0.5483 2.0628 0.8730  -0.0792
H18 -0.1771 0.6961 1.7550  0.1425
H19 -0.7708 3.9710 0.3337  0.3560
H20 -2.4764 4.0382 0.8272  0.3375
H21 -3.4539 2.1873 2.0007  0.3468
H22 -2.4683 0.7637 2.3837  0.3460
F1 1.9202 3.5555 -0.8917  -0.3862
B1 2.7906 2.5541 -1.3282  0.3803
F2 2.0344 1.2549 -1.2410  -0.2615
F3 3.8725 2.4012 -0.4642  -0.3690
F4 3.1625 2.7004 -2.6489  -0.3283

Summary:
E_LUMO (alpha / beta) = 0.1 / 0.0 eV
HOMO level (alpha / beta) = -0.3174 / -0.3156 Eh
Orbital gap (alpha / beta) = 8.70 / 8.62 eV
Energy relative to the best compared isomer or geometry (same formula, charge and spin) = 0.061 eV
Charge = 0
2S+1 = 2
Molecular weight = 525.05 g mol⁻¹